*A*
Entry from OMol25: C4H4O4 in the gas phase (the ωB97M-V functional and the def2-TZVPD basis).

## Properties
SMILES = CC(=O)C(=O)C(=O)O

```
! wB97M-V def2-TZVPD RIJCOSX def2/J DEFGRID3
* xyz 0 1
O -0.846 -0.836 1.949
O 0.185 2.263 -0.769
O -1.446 -1.642 -0.327
O 1.535 -0.112 1.027
C 0.322 0.152 0.448
C 0.393 1.061 -0.809
C 0.633 0.201 -1.932
C -0.891 -0.869 0.588
H 0.367 0.768 -2.770
H 1.489 -0.449 -1.953
H 0.038 -0.444 2.129
H -0.051 -0.530 -2.208
*
```

=====

*B*
Entry from OMol25: C4H4O4 in the gas phase (the ωB97M-V functional and the def2-TZVPD basis).

## Properties
SMILES = O=CCOC(=O)C=O

```
! wB97M-V def2-TZVPD RIJCOSX def2/J DEFGRID3
* xyz 0 1
O -0.113 -0.308 -0.006
O -2.512 -1.487 0.138
O -1.132 1.643 0.062
O 3.342 -0.377 0.047
C 1.156 0.398 0.065
C 2.211 -0.626 -0.059
C -2.440 -0.298 -0.076
C -1.201 0.437 -0.022
H 1.279 1.181 -0.683
H 1.190 0.915 1.032
H 1.648 -1.620 -0.199
H -3.428 0.144 -0.299
*
```

=====

Relative energy of each structure, in eV: *A* 2.367; *B* 0.000.

=====

*A*
Entry from OMol25: C4H4O4 in the gas phase (the ωB97M-V functional and the def2-TZVPD basis).

## Properties
SMILES = COC(=O)C(=O)C=O

```
! wB97M-V def2-TZVPD RIJCOSX def2/J DEFGRID3
* xyz 0 1
O -0.905 -0.687 -0.081
O 1.726 1.472 -0.516
O -1.044 1.506 0.872
O 1.314 -1.507 0.896
C 0.933 0.395 -0.441
C -0.457 0.507 0.309
C -2.495 -0.582 -0.548
C 1.523 -0.941 -0.335
H -2.379 0.461 -1.254
H -2.691 -1.512 -1.268
H 2.522 -0.978 -1.092
H -3.202 -0.520 0.333
*
```

=====

*B*
Entry from OMol25: a molecular structure, C4H4O4 (the ωB97M-V functional and the def2-TZVPD basis).

```
! wB97M-V def2-TZVPD RIJCOSX def2/J DEFGRID3
* xyz 0 1
O -2.506 -0.459 0.323
O 2.186 -0.911 -0.634
O -0.665 -1.609 -0.068
O -0.883 1.712 -0.732
C -1.320 -0.453 0.137
C -0.336 0.864 -0.071
C 0.984 1.006 0.595
C 2.226 -0.063 0.343
H 1.390 2.136 0.165
H 0.216 -1.339 -0.244
H 3.411 -0.037 1.053
H 0.598 1.250 1.883
*
```

=====

Relative energy of each structure, in eV: *A* 2.173; *B* 0.000.

=====

*A*
Entry from OMol25: 3 unconnected molecules or ions with the total composition C4H4O4 (the ωB97M-V functional and the def2-TZVPD basis).

```
! wB97M-V def2-TZVPD RIJCOSX def2/J DEFGRID3
* xyz 0 1
O 0.491 -1.826 0.984
O -2.244 -0.780 0.127
O 0.326 1.461 -0.751
O 2.262 0.745 0.033
C -0.863 0.939 -0.894
C -1.057 -0.292 -0.166
C 1.021 0.436 -0.071
C 0.243 -0.572 0.365
H -0.427 -2.254 0.664
H 2.274 0.789 1.830
H -1.425 1.478 -1.602
H -3.160 0.109 0.555
*
```

=====

*B*
Entry from OMol25: C4H4O4 in the gas phase (the ωB97M-V functional and the def2-TZVPD basis).

## Properties
SMILES = O=C1O[C@H](O)C=C1O

```
! wB97M-V def2-TZVPD RIJCOSX def2/J DEFGRID3
* xyz 0 1
O -1.605 1.663 -0.331
O 0.408 1.147 0.425
O -2.327 -0.810 -0.207
O 1.918 0.180 -0.754
C -0.877 0.792 0.170
C -1.080 -0.541 0.093
C 1.206 -0.055 0.364
C 0.242 -1.092 0.028
H 2.436 0.934 -0.668
H 0.900 -1.989 -0.284
H 1.685 -0.264 1.484
H -2.906 0.034 -0.319
*
```

=====

Relative energy of each structure, in eV: *A* 5.887; *B* 0.000.